Entry from the Open Molecules 2025 dataset: a 7-piece molecular cluster, C37H69N4O13PSSi overall in a non-equilibrium geometry (ωB97M-V/def2-TZVPD).

The geometry in ORCA input format:
```
! RIJCOSX wB97M-V def2-TZVPD def2/J DEFGRID3
* xyz 0 1
C 6.117 1.383 -3.014
C 5.074 1.929 -1.826
O 5.276 3.225 -1.466
N 3.968 1.076 -1.239
C 3.286 1.730 -0.058
C 4.433 -0.328 -0.900
C 3.585 -1.344 -1.908
C 2.067 -1.582 -1.301
C 1.025 -1.847 -2.538
Si -0.016 -0.300 -3.062
C -1.837 -0.971 -3.352
C -2.721 -1.062 -1.975
C -4.090 -1.939 -2.369
C -2.005 -1.898 -0.750
C -0.070 1.112 -1.754
C -1.142 2.312 -2.067
N -0.334 3.626 -2.009
N -1.763 2.276 -3.447
N -2.198 2.443 -0.954
P 0.604 0.518 -5.049
S 2.511 0.337 -5.396
H 7.048 0.930 -2.451
H 5.548 0.566 -3.631
H 6.449 2.322 -3.673
H 2.286 1.181 0.286
H 2.929 2.819 -0.389
H 3.965 1.790 0.912
H 5.588 -0.491 -1.017
H 4.155 -0.671 0.203
H 3.557 -0.835 -2.969
H 4.127 -2.382 -2.030
H 1.723 -0.771 -0.530
H 2.127 -2.607 -0.692
H 0.313 -2.741 -2.202
H 1.623 -2.250 -3.472
H -1.742 -2.045 -3.808
H -2.313 -0.227 -4.128
H -3.012 0.000 -1.553
H -4.211 -1.802 -3.547
H -3.910 -3.092 -2.200
H -5.058 -1.519 -1.864
H -2.870 -2.133 0.038
H -1.577 -2.935 -1.085
H -1.149 -1.321 -0.198
H 1.017 1.595 -1.703
H -0.249 0.599 -0.704
H 0.141 3.764 -2.950
H -1.048 4.411 -1.984
H -1.799 3.235 -3.884
H -2.734 1.851 -3.435
H -3.148 2.183 -1.308
H -2.007 1.775 -0.174
H 0.313 1.956 -5.120
H -0.133 -0.234 -6.052
O -6.931 -1.205 -0.619
C -6.702 -2.125 0.148
C -6.863 -2.074 1.638
C -6.090 -3.290 2.081
C -6.232 -4.219 0.904
O -6.299 -3.370 -0.240
H -7.926 -2.155 1.885
H -6.438 -1.156 2.049
H -6.453 -3.723 3.017
H -5.035 -3.024 2.218
H -7.150 -4.814 0.952
H -5.377 -4.895 0.812
O 7.299 -1.475 -0.259
C 8.012 -0.921 0.561
C 7.703 0.376 1.246
C 9.046 0.762 1.812
C 9.704 -0.573 2.042
O 9.196 -1.425 1.016
H 6.966 0.197 2.034
H 7.338 1.121 0.535
H 8.981 1.371 2.717
H 9.611 1.330 1.062
H 9.443 -1.004 3.014
H 10.794 -0.511 1.963
O -5.385 -2.448 4.501
C -6.054 -2.599 5.510
C -5.795 -1.941 6.831
C -6.644 -2.764 7.766
C -7.764 -3.228 6.873
O -7.180 -3.368 5.578
H -6.131 -0.901 6.785
H -4.737 -1.994 7.097
H -6.993 -2.210 8.642
H -6.069 -3.628 8.120
H -8.578 -2.498 6.812
H -8.174 -4.189 7.198
O 6.949 0.980 4.241
C 7.178 0.060 5.008
C 7.017 0.110 6.497
C 7.790 -1.106 6.941
C 7.648 -2.035 5.764
O 7.581 -1.185 4.619
H 5.954 0.029 6.745
H 7.442 1.028 6.909
H 7.427 -1.538 7.877
H 8.845 -0.840 7.078
H 6.730 -2.629 5.812
H 8.503 -2.711 5.672
O -2.403 -0.505 -6.135
C -3.460 -0.821 -6.657
C -3.914 -2.224 -6.920
C -5.043 -2.014 -7.897
C -5.562 -0.652 -7.513
O -4.421 0.067 -7.047
H -4.263 -2.669 -5.984
H -3.112 -2.823 -7.358
H -5.809 -2.793 -7.855
H -4.645 -1.985 -8.918
H -6.299 -0.701 -6.705
H -6.004 -0.129 -8.366
O -2.150 7.806 3.511
C -1.790 7.440 2.405
C -2.562 6.533 1.496
C -1.512 6.119 0.495
C -0.587 7.308 0.477
O -0.633 7.841 1.800
H -3.370 7.100 1.026
H -2.958 5.673 2.040
H -1.919 5.875 -0.490
H -0.977 5.238 0.868
H -0.918 8.082 -0.223
H 0.440 7.022 0.230
*
```

## Properties
Structure (SMILES): CC(=O)N(C)CCCC[Si@@](CC(C)C)(CC(N)(N)N)[PH2]=S.O=C1CCCO1.O=C1CCCO1.O=C1CCCO1.O=C1CCCO1.O=C1CCCO1.O=C1CCCO1
E in eV: -100063.3124
Frontier orbital gap in eV: 7.76
Lowest unoccupied orbital energy in eV: 0.4